{"formula": "C22H24MnN7O5S2", "method": "ωB97M-V/def2-TZVPD", "orbital_gap_ev": [7.4, 7.1], "spin_multiplicity": 2, "energy_ha": -3559.65170, "total_charge": -1, "lumo_energy_ha": [0.0818, 0.0788], "symbols": ["Mn", "C", "C", "N", "C", "S", "N", "N", "C", "C", "C", "C", "C", "C", "C", "N", "H", "H", "H", "H", "H", "H", "H", "H", "H", "H", "H", "H", "H", "O", "N", "N", "O", "C", "C", "C", "C", "C", "C", "H", "H", "H", "H", "H", "N", "C", "C", "C", "C", "C", "C", "S", "O", "O", "O", "H", "H", "H", "H", "H", "H"], "positions_angstrom": [[-1.04242, 0.03549, -0.38383], [0.93558, 4.35575, -3.21137], [1.90431, 4.12941, -2.05712], [2.05163, 2.73397, -1.69989], [1.09810, 2.05898, -0.99749], [1.25617, 0.32969, -0.90844], [0.15804, 2.76130, -0.41902], [-0.68562, 1.92924, 0.26618], [-1.24950, 2.35308, 1.34387], [-1.13603, 3.73029, 1.90259], [-1.96787, 1.29784, 2.05325], [-2.73916, 1.52117, 3.19182], [-3.33468, 0.44069, 3.80723], [-3.14762, -0.83244, 3.27957], [-2.37853, -0.97844, 2.14089], [-1.79937, 0.06018, 1.53344], [0.80025, 5.42189, -3.40226], [-0.03594, 3.92839, -2.96482], [1.29771, 3.88788, -4.12873], [1.55544, 4.66249, -1.17297], [2.89681, 4.51417, -2.30304], [2.63112, 2.15052, -2.27879], [-0.40772, 4.30021, 1.33322], [-0.82840, 3.69098, 2.94941], [-2.09774, 4.25306, 1.86674], [-2.90197, 2.52775, 3.55255], [-3.95420, 0.59471, 4.68074], [-3.59399, -1.70393, 3.73850], [-2.20825, -1.94023, 1.67297], [-1.31369, -1.96951, -0.59086], [-1.31313, -2.53487, -1.73876], [-1.24690, -1.72714, -2.72464], [-1.18642, -0.42790, -2.60738], [-1.21370, -2.28857, -4.03700], [-0.88258, -1.44464, -5.08762], [-0.84254, -1.96055, -6.37395], [-1.13200, -3.29637, -6.60537], [-1.46679, -4.12451, -5.54199], [-1.51259, -3.63063, -4.24956], [-0.66315, -0.41049, -4.87212], [-0.58195, -1.31035, -7.19873], [-1.10079, -3.69289, -7.61188], [-1.69816, -5.16690, -5.71940], [-1.77274, -4.26562, -3.41760], [-3.08039, 0.42718, -0.96060], [-3.84184, 1.48039, -0.37375], [-3.54582, 2.80780, -0.66755], [-4.09312, 3.81168, 0.10951], [-4.92620, 3.50505, 1.17934], [-5.29738, 2.19346, 1.39804], [-4.76091, 1.17891, 0.61808], [-5.38234, 4.79435, 2.34329], [-5.94043, 4.06809, 3.47597], [-6.32739, 5.63944, 1.63429], [-4.09479, 5.42644, 2.61680], [-2.93400, 0.50293, -1.96532], [-3.53303, -0.46670, -0.78930], [-2.81119, 3.04205, -1.42931], [-3.81201, 4.84335, -0.05956], [-5.94916, 1.97111, 2.23277], [-4.99176, 0.14133, 0.84010]], "forces_ev_per_a": [[-0.39, -0.01, -0.01], [-0.03, 0.03, 0.00], [0.00, 0.07, 0.02], [0.02, -0.07, 0.01], [0.05, -0.07, -0.08], [0.24, -0.06, 0.16], [0.03, 0.12, -0.05], [-0.19, -0.24, -0.18], [0.20, 0.13, -0.13], [0.03, 0.04, -0.01], [-0.07, -0.22, -0.01], [0.10, 0.00, -0.07], [0.00, -0.06, 0.03], [-0.02, -0.02, 0.04], [0.01, 0.08, -0.05], [0.24, 0.15, 0.13], [0.01, 0.01, 0.00], [-0.01, 0.00, 0.01], [0.01, -0.02, 0.00], [0.01, -0.02, -0.01], [-0.02, 0.00, -0.01], [0.00, 0.00, 0.02], [0.01, -0.03, 0.00], [0.00, 0.02, 0.00], [-0.01, -0.06, 0.08], [0.01, 0.04, -0.02], [-0.02, -0.02, 0.00], [0.00, 0.01, 0.01], [-0.02, -0.02, 0.02], [-0.12, 0.24, -0.08], [0.09, 0.12, -0.14], [0.05, 0.04, 0.37], [0.04, 0.01, 0.24], [0.02, -0.04, -0.16], [-0.05, -0.11, 0.08], [0.00, -0.02, -0.02], [0.00, 0.01, -0.05], [0.00, -0.02, 0.02], [0.03, 0.09, -0.10], [0.01, 0.01, 0.00], [0.00, 0.00, -0.01], [0.00, 0.00, 0.00], [0.00, 0.00, 0.00], [0.00, 0.00, 0.03], [-0.11, -0.23, -0.10], [-0.07, 0.04, 0.12], [0.00, -0.06, 0.06], [0.04, 0.06, -0.05], [-0.09, 0.08, 0.01], [-0.05, -0.07, 0.04], [-0.02, 0.00, -0.06], [-0.07, -0.06, -0.08], [0.02, 0.01, 0.00], [0.05, 0.01, 0.03], [0.03, 0.02, 0.05], [0.00, 0.10, 0.05], [0.04, -0.01, -0.07], [0.01, -0.01, -0.03], [-0.02, 0.02, 0.00], [-0.01, 0.01, -0.01], [-0.01, 0.00, -0.02]]}

---

{"formula": "C40H51ClCuGeNP2Sb", "method": "ωB97M-V/def2-TZVPD", "orbital_gap_ev": [6.4, 7.3], "spin_multiplicity": 2, "energy_ha": -6710.03418, "lumo_energy_ha": [0.0084, 0.0085], "symbols": ["Cu", "C", "P", "C", "C", "C", "C", "C", "C", "C", "P", "C", "C", "H", "H", "H", "H", "H", "H", "H", "H", "H", "H", "H", "H", "H", "H", "H", "H", "C", "Ge", "C", "C", "C", "H", "H", "H", "H", "H", "H", "H", "H", "H", "H", "Cl", "C", "C", "C", "C", "N", "C", "H", "H", "H", "H", "C", "C", "C", "C", "C", "C", "C", "Sb", "C", "C", "C", "C", "C", "C", "C", "C", "C", "C", "C", "C", "C", "C", "H", "H", "H", "H", "H", "H", "H", "H", "H", "H", "H", "H", "H", "H", "H", "H", "H", "H", "H", "H", "H"], "positions_angstrom": [[0.79240, 1.13529, 0.23306], [1.38838, 5.77574, -1.36558], [0.99803, 4.01241, -0.97385], [-0.71459, 3.93926, -1.64251], [2.01383, 3.19923, -2.28778], [1.88590, 3.48838, -3.64366], [2.69730, 2.87506, -4.58852], [3.65958, 1.96648, -4.17862], [3.80773, 1.66758, -2.82855], [2.99559, 2.26901, -1.86933], [2.99649, 1.72866, -0.10623], [4.31828, 0.45232, -0.07045], [3.86068, 3.06011, 0.81148], [1.13772, 6.04449, -2.39526], [2.45119, 5.95889, -1.20138], [0.82357, 6.41430, -0.68382], [-0.76289, 4.07219, -2.72609], [-1.28396, 4.73873, -1.16474], [-1.18479, 2.99483, -1.36205], [1.13226, 4.19730, -3.97394], [2.57660, 3.10330, -5.64106], [4.29709, 1.48411, -4.91100], [4.55858, 0.94466, -2.53145], [4.06601, -0.38477, -0.72255], [4.37802, 0.07657, 0.95168], [5.29486, 0.84646, -0.35701], [4.69151, 3.46318, 0.23187], [4.24802, 2.63302, 1.73826], [3.16428, 3.85797, 1.06358], [0.29323, 4.39832, 3.21381], [-0.06616, 2.46640, 3.31908], [-1.56614, 2.21015, 4.55092], [1.53839, 1.67676, 4.11836], [-0.42622, 1.79804, 1.56673], [0.34360, 4.85215, 4.20933], [-0.49159, 4.89851, 2.63953], [1.24834, 4.56377, 2.70569], [-1.35006, 2.61585, 5.54366], [-1.79166, 1.14502, 4.64945], [-2.45376, 2.71137, 4.15611], [1.79646, 2.18487, 5.05204], [2.37976, 1.77956, 3.42329], [1.39847, 0.61436, 4.33233], [-1.40173, 2.19584, 1.24184], [-0.09913, 0.49702, -5.18672], [0.52973, -0.21970, -3.74045], [1.26143, -1.38502, -3.79181], [1.71965, -1.91282, -2.59822], [1.44895, -1.24372, -1.41647], [0.74579, -0.10632, -1.37102], [0.27408, 0.38290, -2.51759], [1.45055, -1.87306, -4.73981], [2.28401, -2.83580, -2.57574], [1.79447, -1.63425, -0.46449], [-0.33787, 1.27474, -2.46589], [-2.41492, -3.66206, 3.74070], [-3.44426, -3.75174, 2.63784], [-4.50290, -4.64891, 2.75843], [-5.46836, -4.76739, 1.76506], [-5.38707, -3.97811, 0.62827], [-4.33600, -3.07639, 0.49488], [-3.35490, -2.95451, 1.48160], [-1.77572, -1.48702, 1.32961], [-2.34912, -0.87361, -0.65963], [-2.88688, 0.41774, -0.58416], [-3.38737, 1.07247, -1.70519], [-3.34676, 0.43332, -2.93522], [-2.80949, -0.84373, -3.02440], [-2.30228, -1.51175, -1.90833], [-1.74647, -2.90072, -2.09331], [-0.25759, -3.03308, 1.13334], [-0.55579, -4.29282, 0.61113], [0.41709, -5.27687, 0.48500], [1.71684, -5.00698, 0.88941], [2.02054, -3.77227, 1.44869], [1.04920, -2.78017, 1.59187], [1.41987, -1.48415, 2.27655], [-2.70995, -4.26141, 4.60196], [-2.28421, -2.62979, 4.08170], [-1.43856, -4.01758, 3.39971], [-4.57395, -5.26389, 3.65047], [-6.28363, -5.47033, 1.88535], [-6.13689, -4.05922, -0.15077], [-4.28470, -2.45590, -0.39301], [-2.90362, 0.93247, 0.37193], [-3.80085, 2.07063, -1.61387], [-3.72492, 0.92544, -3.82350], [-2.76901, -1.33928, -3.99002], [-1.55019, -3.09902, -3.14829], [-2.45574, -3.65474, -1.73863], [-0.81951, -3.04095, -1.54096], [-1.57426, -4.51899, 0.31522], [0.15870, -6.24678, 0.07831], [2.48950, -5.75900, 0.78743], [3.02938, -3.57464, 1.79530], [2.48101, -1.46306, 2.53029], [0.85259, -1.36886, 3.20459], [1.19084, -0.59604, 1.67619]], "forces_ev_per_a": [[-0.05, 0.16, 0.51], [-0.04, -0.03, -0.08], [0.04, 0.24, -0.01], [0.06, -0.08, -0.04], [0.19, -0.24, 0.11], [-0.01, 0.00, 0.07], [0.00, 0.01, 0.00], [0.02, -0.02, 0.03], [-0.01, -0.04, 0.00], [-0.24, 0.18, -0.05], [0.27, -0.01, -0.09], [-0.06, 0.03, -0.07], [-0.05, 0.00, -0.04], [0.02, 0.01, 0.04], [-0.02, -0.01, 0.00], [0.01, -0.01, -0.02], [-0.02, 0.01, 0.04], [0.00, -0.01, 0.01], [0.03, 0.01, -0.01], [0.05, -0.03, 0.02], [-0.01, -0.01, 0.05], [-0.02, 0.01, 0.04], [-0.03, 0.05, -0.04], [-0.01, 0.00, 0.02], [0.01, 0.01, 0.02], [0.00, 0.01, 0.00], [0.02, 0.00, 0.00], [-0.02, 0.01, 0.01], [-0.02, 0.00, -0.02], [0.04, 0.18, 0.03], [0.05, 0.02, -0.07], [-0.13, -0.04, 0.15], [0.18, -0.10, 0.04], [-0.23, 0.12, -0.31], [0.00, -0.03, -0.11], [0.07, -0.01, 0.05], [-0.09, 0.02, 0.02], [-0.03, -0.03, -0.07], [-0.02, 0.07, 0.01], [0.03, -0.04, 0.05], [0.00, -0.05, -0.07], [-0.07, -0.03, 0.09], [0.03, 0.08, 0.00], [0.08, -0.10, 0.06], [0.01, -0.03, 0.08], [-0.14, 0.22, 0.06], [0.05, -0.16, -0.17], [0.06, -0.02, 0.22], [0.07, -0.10, 0.02], [0.04, -0.26, -0.48], [-0.07, 0.06, -0.12], [0.01, 0.03, 0.04], [-0.02, 0.01, 0.01], [0.00, 0.07, -0.15], [0.03, -0.02, -0.01], [-0.05, 0.03, -0.08], [0.00, 0.02, -0.06], [-0.01, 0.00, -0.04], [0.06, 0.04, 0.02], [0.05, -0.01, 0.05], [0.06, -0.04, 0.15], [-0.18, -0.09, 0.03], [-0.18, -0.28, 0.17], [0.11, 0.36, -0.03], [0.00, -0.06, -0.16], [0.03, -0.08, 0.03], [0.03, -0.02, 0.05], [0.03, -0.02, 0.02], [-0.05, -0.06, 0.02], [-0.05, 0.08, -0.01], [0.25, 0.07, -0.18], [0.05, 0.03, 0.15], [0.02, 0.07, 0.04], [-0.03, 0.07, 0.00], [-0.06, -0.03, -0.01], [-0.11, -0.02, 0.05], [-0.04, -0.16, 0.01], [-0.01, 0.01, -0.02], [-0.02, -0.04, -0.03], [-0.03, 0.00, 0.01], [0.00, 0.03, -0.04], [0.02, 0.00, 0.00], [0.04, 0.01, 0.04], [-0.02, -0.01, 0.04], [-0.01, -0.04, -0.07], [0.02, -0.04, 0.00], [0.01, -0.02, 0.01], [0.00, 0.03, 0.04], [-0.02, 0.00, 0.01], [0.02, 0.03, 0.02], [-0.02, 0.02, -0.03], [0.04, 0.02, -0.02], [0.00, 0.01, -0.01], [-0.01, 0.00, 0.02], [-0.01, -0.01, 0.00], [-0.01, -0.01, -0.02], [0.02, 0.01, -0.05], [-0.01, -0.06, 0.03]]}